C31H18Br2F12MnN4O2 | the ωB97M-V functional and the def2-TZVPD basis

Summary:
**E**: -246477.693 eV
**HOMO-LUMO gap (alpha / beta)**: 5.6 / 5.5 eV
**Total charge**: +3

```
70
Properties=species:S:1:pos:R:3:forces:R:3
Mn -1.2245 -0.3408 -0.2276 0.0 0.1 -0.2
C 0.9878 0.7307 5.9277 0.0 0.0 0.0
C 1.2091 0.8112 4.4762 0.1 0.0 -0.1
C 2.4796 0.9330 3.9285 -0.1 0.0 0.0
C 2.6945 1.1720 2.5775 0.0 0.0 0.0
C 1.6515 1.2163 1.6088 0.1 0.1 0.0
N 1.6915 1.3722 0.3233 0.0 0.0 0.0
C 2.5945 1.3853 -0.6678 0.0 0.0 0.0
C 3.9988 1.4571 -0.5503 0.1 0.0 -0.1
C 4.7947 1.4935 -1.6674 -0.1 0.0 0.0
C 4.2307 1.4277 -2.9488 0.0 0.0 0.1
C 5.0910 1.5078 -4.1583 0.0 0.0 0.0
C 2.8329 1.3063 -3.0796 0.0 0.0 0.1
C 2.0147 1.2976 -1.9754 0.1 0.1 -0.1
C 0.4954 1.2480 -2.1133 0.0 -0.1 0.3
O -0.0578 0.3489 -1.1141 0.0 0.0 -0.2
C -0.1779 2.6605 -1.8953 0.0 0.1 -0.1
F -0.3612 3.2538 -3.0624 0.1 0.0 0.0
F -1.3663 2.4987 -1.3025 0.0 0.0 0.0
F 0.5709 3.4375 -1.1301 0.0 0.0 0.0
C -0.0122 0.6052 -3.4427 -0.1 0.0 -0.1
F 0.3906 1.2424 -4.5227 0.0 0.0 0.0
F -1.3519 0.6030 -3.4312 0.0 0.0 0.0
F 0.4008 -0.6613 -3.4990 0.0 0.0 0.0
C 0.3108 0.9875 2.1543 -0.1 -0.2 0.0
C 0.0265 0.8538 3.5935 0.0 0.0 0.0
C -2.3416 0.7610 1.7310 -0.1 0.1 -0.1
O -2.6159 0.5203 0.3786 0.0 0.0 -0.1
C -3.2023 -0.2280 2.5542 0.0 -0.1 0.0
F -2.8475 -0.2244 3.8331 0.0 0.0 0.0
F -4.4847 0.0371 2.4426 -0.1 0.0 0.0
F -2.9677 -1.4647 2.0608 0.0 0.1 0.0
C -2.6318 2.2548 2.0484 0.1 0.0 -0.1
F -2.7138 2.4584 3.3604 0.0 0.0 0.0
F -1.6320 3.0048 1.5644 -0.1 0.0 0.0
F -3.7588 2.6155 1.4702 0.0 0.0 0.0
H 1.8260 0.2580 6.4384 0.0 0.0 0.0
H 0.0493 0.2384 6.1777 0.0 0.0 0.0
H 0.9278 1.7619 6.3098 0.0 0.0 0.0
H 3.3332 0.9062 4.5935 0.0 0.0 0.0
H 3.7100 1.3621 2.2608 0.0 0.0 0.0
H 4.4686 1.5047 0.4197 0.0 0.0 0.0
H 5.8692 1.5706 -1.5644 0.0 0.0 0.0
H 6.0474 1.0129 -3.9953 0.0 0.0 0.0
H 5.3025 2.5614 -4.3696 0.0 0.0 0.0
H 4.6060 1.0828 -5.0343 0.0 0.0 0.0
H 2.4367 1.2377 -4.0797 0.0 0.0 0.0
H -0.8824 1.2402 4.0406 0.0 0.0 0.0
Br -5.8156 -3.3595 -3.7967 0.0 0.0 0.0
C -4.5281 -2.4722 -2.8086 0.1 0.0 0.0
C -4.5342 -1.0804 -2.7155 0.0 0.0 0.0
C -3.5655 -0.4567 -1.9614 0.0 0.0 0.0
N -2.6009 -1.1543 -1.3450 -0.1 -0.1 0.1
C -2.5972 -2.5004 -1.4090 -0.1 0.0 -0.1
C -3.5393 -3.1958 -2.1310 0.0 0.1 0.0
C -1.5109 -3.0921 -0.6260 0.1 0.0 0.1
C -1.2185 -4.4329 -0.5743 0.0 0.1 0.0
C -0.1265 -4.8606 0.1861 0.0 0.0 0.0
Br 0.2879 -6.6576 0.2873 0.0 0.1 0.0
C 0.6484 -3.9103 0.8525 0.0 0.1 0.0
C 0.2985 -2.5855 0.7674 -0.1 -0.1 -0.1
N -0.7752 -2.1686 0.0596 0.1 -0.3 -0.1
H -5.2895 -0.4911 -3.2159 0.0 0.0 0.0
H -3.5471 0.6176 -1.8401 0.0 0.0 0.0
H -3.5310 -4.2747 -2.1734 0.0 0.0 0.0
H -1.8133 -5.1512 -1.1189 0.0 0.0 0.0
H 1.5096 -4.2051 1.4343 0.0 0.0 0.0
H 0.8669 -1.8278 1.2784 0.0 0.1 0.1
N -0.1345 -0.3729 2.7101 0.0 0.1 -0.1
C -0.8968 0.3132 1.6980 0.2 0.0 0.5
```
Positions in Å, forces in eV/Å.



C21H65N5O11 | the ωB97M-V functional and the def2-TZVPD basis

Summary:
**E**: -52791.698 eV
**HOMO-LUMO gap**: 8.9 eV

```
102
Properties=species:S:1:pos:R:3:forces:R:3
N 0.0274 -0.1575 -0.7211 -0.6 -5.0 2.1
H 0.0434 -0.6175 0.2909 -0.1 1.2 -2.5
H -0.8646 -0.4345 -1.2061 0.6 0.8 0.4
H 0.7844 -0.7135 -1.1661 0.0 0.7 0.0
H 0.2794 0.7835 -0.6271 0.5 2.4 -0.3
C -0.4596 -0.7085 -4.2011 3.1 0.2 -3.8
O 0.4574 -1.5125 -4.5851 -0.5 0.5 1.0
O -0.3966 0.5205 -4.8941 1.0 -0.4 -0.8
O -1.3566 -0.9045 -3.4301 -1.8 0.4 1.8
H 0.3704 0.4095 -5.5591 -1.7 0.2 1.7
C 1.0044 -3.6725 -0.0521 0.1 -3.2 0.8
C 2.0674 -3.2525 0.9159 -1.7 4.2 -3.8
C 3.3534 -3.8405 0.9489 4.1 -2.9 -0.4
O 3.1144 -5.1605 1.3679 0.8 -3.4 0.8
C 4.2364 -6.0635 1.8689 -0.3 1.9 -1.3
N 2.2954 -1.8045 0.5829 2.0 0.1 2.3
H -0.0016 -3.3195 0.1559 0.1 0.1 0.5
H 1.0334 -4.8035 0.0339 -0.6 1.1 -0.6
H 1.1664 -3.3715 -1.0631 0.6 0.0 -0.8
H 1.7734 -3.2085 1.8659 -2.0 -0.3 3.9
H 3.9924 -3.4665 1.7619 -0.1 1.0 -0.3
H 3.9534 -3.7225 -0.0431 -0.9 -0.5 1.3
H 4.3634 -5.9855 3.0749 0.3 0.3 -3.2
H 5.0334 -5.8785 1.0259 -0.4 0.1 2.6
H 4.0204 -7.1095 1.6299 -0.9 0.3 0.3
H 2.8254 -1.8525 -0.3011 -0.1 0.6 0.4
H 3.0124 -1.6295 1.3919 -1.3 0.8 -2.3
C -1.9186 2.6085 1.3529 6.1 1.5 -1.4
C -1.1256 3.9585 1.4079 0.7 -0.6 1.5
C -1.8736 5.1225 2.1789 -1.1 -0.6 -1.8
O -1.8336 4.8265 3.5629 3.6 -3.7 -3.5
C -2.3216 5.7375 4.3439 -1.3 3.4 5.0
N 0.2094 3.7125 2.0689 -3.9 0.2 2.8
H -2.2026 2.3395 2.2619 -1.5 -1.5 3.8
H -1.2486 1.9205 0.8099 -0.6 0.0 0.4
H -2.5476 3.0455 0.7579 -5.1 0.7 -3.5
H -0.9306 4.2585 0.3929 -0.1 0.3 -0.5
H -2.9986 5.2175 1.7339 2.3 -0.1 1.3
H -1.3396 6.0805 1.9829 -0.4 -0.4 0.1
H -3.2686 5.8285 3.8939 -2.3 1.3 0.8
H -1.8556 6.7905 4.4669 0.0 -1.5 -0.9
H -2.3266 5.3695 5.4549 -0.4 0.4 -2.1
H -0.2616 3.7715 3.0679 2.2 -0.7 -1.7
H 0.5864 4.6185 2.0149 1.5 1.5 0.1
C -4.3966 -1.4035 1.1569 0.7 0.4 1.0
C -3.9296 -2.2575 -0.0751 -0.7 -0.2 -1.0
C -4.1256 -1.4735 -1.4761 1.2 1.4 2.6
O -5.4306 -1.1305 -1.6801 -2.2 -1.6 0.2
C -5.7076 -0.4655 -2.8821 4.5 0.5 0.2
N -2.4776 -2.4085 -0.0011 0.0 -2.1 -2.9
H -5.3026 -0.8885 0.8129 0.0 -0.1 0.7
H -3.6036 -0.5965 1.3629 -1.0 -0.9 -0.8
H -4.4856 -1.8355 2.2719 -0.2 0.1 -2.9
H -4.4786 -3.2665 -0.3171 0.7 1.6 1.3
H -3.6346 -1.9495 -2.3311 0.0 -0.3 0.2
H -3.6396 -0.5015 -1.2791 0.8 -0.2 -0.3
H -6.7336 -0.3785 -2.9321 -2.2 -0.5 -1.0
H -5.0246 -0.9735 -3.7251 -2.1 1.3 1.2
H -5.3716 0.5895 -2.6711 0.1 -0.6 -1.0
H -2.1236 -2.7125 0.8769 -0.1 -0.4 1.0
H -2.3386 -3.2375 -0.6791 0.7 1.8 1.4
C 3.9024 1.4785 -0.6031 0.1 -0.3 -2.7
C 2.9684 1.9805 0.4779 3.1 2.4 0.9
C 3.7214 2.9905 1.3669 -0.9 2.2 -0.9
O 4.9134 2.5885 1.8829 1.6 -1.3 1.4
C 5.4694 3.4525 2.8509 1.4 1.6 -1.7
N 1.7654 2.5265 0.0409 -4.9 1.0 0.7
H 4.3964 2.1555 -1.4271 -1.1 -0.1 2.1
H 3.1884 0.9545 -1.2801 0.9 -0.7 0.4
H 4.7714 0.8885 -0.2361 -1.0 0.0 -0.1
H 2.6794 1.2335 1.1399 -0.1 -2.1 1.0
H 3.0964 3.3055 2.1989 -0.6 0.2 0.1
H 3.9524 3.8965 0.7359 -0.6 -0.3 0.2
H 6.4644 3.0755 3.0459 0.3 -0.1 0.0
H 5.0214 3.5815 3.8229 -1.1 -0.4 0.2
H 5.6234 4.5115 2.4049 -0.4 -1.4 0.6
H 1.7174 3.2315 -0.6441 1.0 0.7 -1.4
H 1.0474 2.9695 0.7779 2.6 -2.0 -1.0
C 3.6764 -1.4565 -3.1131 1.0 -3.1 0.7
O 2.4224 -1.1085 -2.7281 -4.7 0.7 1.5
H 4.4674 -1.6305 -2.2071 -1.8 1.1 -2.1
H 3.9514 -0.8885 -3.9671 1.2 1.1 -0.3
H 3.5284 -2.4465 -3.5321 0.8 -0.7 -0.2
H 1.5564 -1.5395 -3.2081 3.2 1.0 0.2
C -1.3916 -0.5375 3.5809 7.4 0.8 1.4
O -0.6076 -1.7585 3.9829 -3.0 0.4 -2.8
H -2.3406 -0.7105 3.3879 -4.6 -1.4 -0.3
H -0.9236 -0.3455 2.5359 -0.6 0.7 1.9
H -1.2676 0.2685 4.4499 -0.2 -1.4 -2.4
H -0.0896 -1.6645 4.7349 1.1 0.9 2.1
C -2.8036 2.3245 -2.8511 0.5 -2.3 -3.6
O -1.4236 2.0115 -2.5641 -1.2 -0.5 -1.1
H -3.4306 1.4565 -3.4001 1.6 1.3 1.5
H -2.8106 3.0735 -3.6551 -0.4 0.6 0.8
H -3.2196 2.5025 -1.9381 -1.7 1.2 2.1
H -1.2436 1.5675 -3.4111 1.2 -0.1 0.4
C -1.7486 -4.1305 -3.3211 1.9 0.6 -0.6
O -0.6176 -3.4405 -2.8461 0.6 3.5 0.0
H -1.2416 -4.6765 -4.1191 -1.3 -1.4 0.0
H -2.3726 -3.4125 -3.8061 -1.2 0.3 -0.2
H -2.2156 -4.6325 -2.4751 -0.2 -0.6 -0.5
H -0.6166 -2.4865 -3.3371 0.0 -3.4 1.8
```
Positions in Å, forces in eV/Å.



C4H8O3 | the ωB97M-V functional and the def2-TZVPD basis

Summary:
**E**: -10418.152 eV
**HOMO-LUMO gap**: 9.1 eV
**SMILES**: C[C@@H](O)C(=O)C=O.[H][H]

```
15
Properties=species:S:1:pos:R:3:forces:R:3
C -0.6769 1.1039 -0.7458 0.0 0.0 -0.1
C -0.4459 0.3991 0.5807 0.3 0.2 -0.1
O -1.7167 0.0215 1.0904 0.0 -0.1 0.3
C 0.3993 -0.8573 0.4005 0.5 0.0 0.2
O 1.4755 -1.0208 0.9250 -0.6 0.1 -0.2
C -0.1931 -1.9601 -0.4962 0.2 -0.4 -0.3
O 0.5230 -2.7503 -1.0541 -0.3 0.3 0.2
H -1.2542 2.0169 -0.5768 0.1 -0.1 0.0
H 0.2729 1.3671 -1.2221 -0.1 0.0 0.1
H -1.2485 0.4623 -1.4248 0.1 0.1 0.1
H 0.0935 1.0568 1.2747 -0.1 -0.1 -0.1
H -1.6146 -0.1966 2.0257 -0.1 0.0 -0.1
H 2.9365 1.4675 -0.2848 0.0 0.0 0.0
H 2.7422 0.8702 0.1144 0.1 0.1 0.0
H -1.2928 -1.9801 -0.6067 0.1 0.0 0.0
```
Positions in Å, forces in eV/Å.



C20H43B4Cl16NO4 | the ωB97M-V functional and the def2-TZVPD basis

Summary:
**E**: -234185.726 eV
**HOMO-LUMO gap**: 8.7 eV
**SMILES**: C=CB1OBOB(B(O)N(C)C)O1.ClCCCl.ClCCCl.ClCCCl.ClCCCl.ClCCCl.ClCCCl.ClCCCl.ClCCCl

```
88
Properties=species:S:1:pos:R:3:forces:R:3
C 4.4206 1.7650 2.1546 -1.6 2.0 -1.9
C 3.6638 2.6238 1.1980 1.7 -1.7 1.7
B 2.1748 2.2343 0.5474 1.1 -0.7 0.2
O 2.1416 1.2428 -0.5513 -2.7 4.1 0.1
B 1.1159 1.7545 -1.5149 -1.4 -1.2 2.4
O -0.2753 1.9742 -0.9902 4.3 1.4 1.7
B -0.2353 2.6408 0.3285 1.4 -1.5 -0.9
B -1.6778 3.1033 0.9884 -2.9 1.7 1.8
O -1.6687 4.4001 1.7484 1.5 -2.6 -0.2
N -3.0036 2.3759 0.8632 1.1 1.5 3.1
C -2.9559 0.9620 1.3979 -0.1 -1.9 -0.8
C -4.1005 3.0561 1.7025 -1.1 -0.3 -0.2
O 0.9892 2.9136 1.1206 0.6 -2.4 -3.9
H 4.8935 2.2593 3.1082 0.0 -0.8 -2.5
H 4.5851 0.5933 2.0328 -1.6 3.1 0.5
H 4.1083 3.6755 0.8728 -1.4 -1.7 1.8
H 1.3551 1.9431 -2.6711 -0.1 0.2 0.6
H -0.8065 4.4358 2.2863 -1.7 0.1 -1.6
H -3.7193 0.7736 2.2956 1.7 0.6 -2.0
H -3.2754 0.2461 0.5140 0.6 1.1 1.9
H -1.9102 0.6105 1.7881 -2.0 0.9 -0.9
H -4.2565 4.1878 1.4231 0.6 -2.4 0.8
H -3.9016 2.8846 2.8633 -0.4 0.7 -2.4
H -5.1024 2.4779 1.4099 2.1 1.4 0.8
Cl 0.2966 -2.7806 -4.0694 0.0 0.0 0.1
C 1.2960 -1.6470 -5.0109 0.2 0.2 -0.2
C 2.6116 -1.3279 -4.3181 0.1 -0.3 -0.2
Cl 2.3761 -0.3647 -2.8381 0.4 -0.7 -0.2
H 0.7063 -0.7429 -5.1918 0.1 -0.2 0.2
H 1.4913 -2.1239 -5.9761 0.0 0.1 0.2
H 3.2475 -0.7359 -4.9822 -0.2 -0.2 0.2
H 3.1552 -2.2382 -4.0471 -0.2 0.1 0.0
Cl 1.5739 -0.6945 5.2484 0.0 0.0 0.1
C 1.2811 -1.5731 3.7276 0.0 -0.1 -0.4
C 0.2359 -0.8893 2.8603 0.3 0.0 0.0
Cl -1.3931 -0.9749 3.5764 0.6 -0.2 0.1
H 0.9893 -2.5980 3.9775 0.0 0.3 0.0
H 2.2365 -1.6121 3.1957 -0.2 0.1 0.1
H 0.1791 -1.3841 1.8867 0.1 0.0 0.1
H 0.4779 0.1649 2.6936 0.0 -0.2 0.1
Cl 3.3422 -3.9691 1.8996 0.0 0.0 0.0
C 4.7876 -3.3178 1.0890 0.3 0.1 -0.2
C 5.7936 -2.7483 2.0769 0.1 -0.3 -0.1
Cl 5.1968 -1.2666 2.8658 0.1 -0.7 0.2
H 4.4614 -2.5634 0.3662 0.0 -0.1 0.2
H 5.2398 -4.1459 0.5350 0.0 0.1 0.2
H 6.7156 -2.4784 1.5546 -0.2 0.0 0.0
H 6.0437 -3.4715 2.8592 -0.2 0.2 -0.1
Cl -6.6589 4.4316 0.3708 -0.4 0.2 -0.2
C -6.3551 5.4973 -1.0229 0.0 0.2 -0.3
C -5.3613 6.6012 -0.6971 0.1 -0.2 -0.2
Cl -6.0278 7.7890 0.4512 0.0 0.0 0.0
H -7.3150 5.9047 -1.3553 0.2 0.0 0.2
H -5.9586 4.8658 -1.8236 0.0 0.1 0.2
H -5.1049 7.1510 -1.6069 -0.1 -0.1 0.1
H -4.4376 6.1984 -0.2701 -0.2 0.0 0.0
Cl -6.5636 -3.4923 5.4956 0.0 0.0 0.0
C -4.8020 -3.7279 5.6044 0.3 0.0 0.1
C -4.0612 -2.4226 5.8488 0.0 -0.2 0.2
Cl -4.1335 -1.3341 4.4404 -0.6 0.0 0.2
H -4.4664 -4.2152 4.6837 -0.1 0.2 0.1
H -4.6256 -4.4159 6.4366 0.0 0.2 -0.1
H -3.0032 -2.6252 6.0372 -0.1 0.0 -0.1
H -4.4649 -1.8859 6.7129 0.0 -0.1 -0.2
Cl 2.4196 1.2852 -5.9470 0.0 0.4 -0.2
C 3.1256 2.8866 -6.2749 0.2 0.4 -0.1
C 4.6279 2.8177 -6.5007 -0.1 -0.1 0.2
Cl 5.5130 2.3967 -5.0130 0.0 0.0 0.2
H 2.8737 3.5471 -5.4393 0.1 -0.2 -0.1
H 2.6330 3.2718 -7.1727 0.1 -0.1 0.1
H 5.0004 3.7936 -6.8242 -0.1 -0.1 0.1
H 4.8864 2.0821 -7.2685 -0.1 0.2 1.0
Cl -6.4101 -6.2934 8.3460 0.1 0.0 -0.1
C -5.5498 -7.8375 8.1316 0.1 -0.3 0.0
C -4.0880 -7.7430 8.5399 -0.2 -0.2 0.2
Cl -3.1449 -6.7160 7.4310 0.0 0.0 0.0
H -5.6571 -8.1447 7.0866 0.1 0.2 0.2
H -6.0625 -8.5748 8.7567 0.2 0.1 0.0
H -3.6305 -8.7360 8.5164 -0.1 0.1 -0.1
H -3.9775 -7.3403 9.5514 -0.1 0.0 -0.3
Cl 3.7457 -0.9297 -9.3508 0.0 0.1 0.1
C 4.0065 0.1179 -10.7668 0.0 0.2 -0.2
C 5.0403 1.2005 -10.4987 0.1 -0.3 -0.4
Cl 4.4576 2.4124 -9.3301 -0.2 0.0 -1.2
H 3.0414 0.5453 -11.0562 0.2 0.0 0.2
H 4.3492 -0.5288 -11.5800 0.0 0.1 0.2
H 5.2651 1.7373 -11.4245 -0.1 -0.1 0.1
H 5.9738 0.7794 -10.1131 -0.3 0.1 0.0
```
Positions in Å, forces in eV/Å.